w.
The ion C6H10N with charge +1, computed with ωB97M-V/def2-TZVPD.

Values from the calculation:
orbital gap	7.6	eV
charge	+1

Geometry (Å):
C (-1.23787, -0.04659, 0.08941)
C (-0.06095, 0.83576, -0.07034)
C (0.60262, -1.38078, -0.37766)
C (1.08400, -0.06221, -0.23960)
C (-2.66465, 0.43473, 0.23882)
C (2.38761, 0.27600, 0.20774)
N (-0.80423, -1.49867, -0.10514)
H (-0.20135, 1.20246, -1.10812)
H (0.02449, 1.82856, 0.52061)
H (0.73933, -1.99958, -1.35257)
H (1.10439, -1.98669, 0.42132)
H (-2.77737, 1.52029, 0.47594)
H (-3.08948, -0.31774, 0.86414)
H (-3.26641, 0.15562, -0.70159)
H (3.10452, -0.56108, 0.02423)
H (2.32643, 0.31545, 1.28414)
H (2.72892, 1.28446, -0.17132)

Atomic partial charges in e from the Löwdin method, atoms 1 to 5: -0.17, -0.07, -0.21, -0.16, -0.02

=====

x.
The ion C6H10N with charge +1, computed with ωB97M-V/def2-TZVPD.

Values from the calculation:
orbital gap	9.7	eV
SMILES string	CC[N@+]12C=C[C@H]1C2
charge	+1

Geometry (Å):
C (-0.55174, 0.15375, 2.15573)
C (-0.83824, -0.45430, 0.77558)
N (0.17841, 0.14856, -0.13560)
C (-0.24928, 1.16074, -1.12194)
C (0.13708, 0.57379, -2.23751)
C (0.50383, -0.72744, -1.64444)
C (1.44081, -0.43640, -0.51475)
H (0.18035, -0.30553, 2.89687)
H (-0.54880, 1.26020, 2.10788)
H (-1.43395, -0.02739, 2.68527)
H (-1.76313, -0.22887, 0.24556)
H (-0.71287, -1.55886, 0.89631)
H (-0.71473, 2.11566, -0.76309)
H (0.09781, 0.98749, -3.20769)
H (0.01915, -1.65433, -1.69041)
H (1.91727, -1.22752, 0.07591)
H (2.33802, 0.22045, -0.52367)

Atomic partial charges in e from the Löwdin method, atoms 1 to 5: -0.06, -0.15, -0.09, 0.00, 0.02

=====

y.
The ion C6H10N with charge +1, computed with ωB97M-V/def2-TZVPD.

Values from the calculation:
orbital gap	9.2	eV
SMILES string	C#[N+]/C=C/CCC
charge	+1

Geometry (Å):
C (-1.26618, 1.89496, -3.63272)
N (-0.87412, 1.14102, -2.86836)
C (-0.67455, 0.24303, -1.96583)
C (0.28685, 0.31052, -1.00720)
C (0.56305, -0.48383, 0.21838)
C (0.29752, 0.00874, 1.67453)
C (0.37586, -1.11615, 2.73852)
H (-1.43878, 2.36540, -4.55100)
H (-1.52228, -0.40767, -1.97065)
H (0.98167, 1.11130, -1.09381)
H (1.57970, -0.73227, 0.04202)
H (0.04600, -1.48181, -0.10313)
H (1.04268, 0.92898, 1.82656)
H (-0.73841, 0.38229, 1.60540)
H (1.34756, -1.65973, 2.51291)
H (-0.34317, -1.87047, 2.73339)
H (0.33662, -0.63431, 3.84097)

Atomic partial charges in e from the Löwdin method, atoms 1 to 5: 0.35, 0.10, -0.10, 0.02, -0.21

=====

z.
The ion C6H10N with charge +1, computed with ωB97M-V/def2-TZVPD.

Values from the calculation:
orbital gap	8.1	eV
charge	+1

Geometry (Å):
C (1.82840, -0.09594, 1.18034)
C (1.26720, -1.10902, 0.15320)
C (-0.29722, 0.66356, 0.66413)
C (-0.03601, -0.61253, -0.07649)
C (-0.82313, 1.91618, -0.16937)
C (-1.08541, -1.13681, -1.05471)
N (1.06554, 0.87668, 1.39120)
H (2.79545, -0.26202, 1.54629)
H (1.95141, -1.02961, -0.67132)
H (1.21134, -2.11827, 0.40821)
H (-0.90280, 0.38798, 1.54927)
H (-0.16778, 2.17782, -1.03401)
H (-1.06958, 2.72271, 0.52408)
H (-1.75513, 1.64126, -0.58732)
H (-0.67450, -1.42843, -2.06756)
H (-1.86822, -0.49869, -1.01366)
H (-1.43956, -2.09486, -0.74229)

Atomic partial charges in e from the Löwdin method, atoms 1 to 5: -0.09, -0.05, -0.22, -0.03, 0.02

=====

Relative energies, unit eV: w 1.100; x 1.448; y 0.853; z 0.000

=====

w.
The ion C6H10N with charge +1, computed with ωB97M-V/def2-TZVPD.

Values from the calculation:
orbital gap	8.3	eV
SMILES string	C=[NH+]CC1(C)C=C1
charge	+1

Geometry (Å):
C (1.10211, 1.85851, -1.61871)
N (1.23148, 1.06948, -0.61613)
C (0.08721, 0.87638, 0.27461)
C (-0.53447, -0.56461, 0.41053)
C (0.46572, -1.71214, 0.60350)
C (-1.92659, -0.76709, -0.14189)
C (-1.85976, -0.58938, 1.15679)
H (0.11324, 2.38035, -1.79462)
H (1.95715, 1.85398, -2.40211)
H (1.99712, 0.38640, -0.44063)
H (-0.74382, 1.44371, 0.06972)
H (0.24714, 1.03441, 1.43375)
H (1.33908, -1.31845, 1.32208)
H (1.13981, -1.86896, -0.25417)
H (0.08294, -2.75254, 0.97805)
H (-2.45854, -0.87850, -1.06991)
H (-2.23981, -0.45156, 2.08914)

Atomic partial charges in e from the Löwdin method, atoms 1 to 5: 0.18, 0.06, -0.12, -0.45, -0.06

=====

x.
The ion C6H10N with charge +1, computed with ωB97M-V/def2-TZVPD.

Values from the calculation:
orbital gap	9.6	eV
SMILES string	C=C1CC(C)=[N+]1C
charge	+1

Geometry (Å):
C (-2.48966, -0.71410, -0.38863)
C (-1.46123, -0.01323, -0.07574)
C (-0.87796, 1.32075, -0.45283)
C (0.49708, 0.68384, -0.21334)
C (1.97250, 0.70665, -0.75596)
N (-0.04220, -0.45393, 0.31486)
C (0.75087, -1.11717, 1.43917)
H (-3.44539, -0.26986, -0.81921)
H (-2.61074, -1.80809, -0.08427)
H (-1.09168, 1.69652, -1.43055)
H (-1.02503, 1.90269, 0.45513)
H (1.77881, 0.30808, -1.86318)
H (2.60513, 0.01219, -0.29709)
H (2.42253, 1.62529, -0.85203)
H (1.36598, -0.37160, 2.06458)
H (0.17631, -1.68148, 2.08946)
H (1.47468, -1.82654, 0.86964)

Atomic partial charges in e from the Löwdin method, atoms 1 to 5: 0.10, -0.24, 0.00, -0.08, 0.06

=====

y.
The ion C6H10N with charge +1, computed with ωB97M-V/def2-TZVPD.

Values from the calculation:
orbital gap (spin up / spin down)	7.2 / 7.2	eV
charge	+1

Geometry (Å):
C (-0.12376, 1.55751, 0.19498)
C (1.14606, 1.02718, 0.13343)
C (-1.35391, 0.91672, -0.03487)
C (1.43621, -0.27846, -0.25943)
C (2.78716, -0.76418, -0.02884)
C (-2.78653, -0.93334, -0.00148)
N (-1.53095, -0.35234, -0.10016)
H (-0.30160, 2.59661, 0.47915)
H (2.06742, 1.66701, 0.41731)
H (-2.15379, 1.65649, -0.30568)
H (0.57822, -0.96997, -0.62597)
H (2.95276, -0.68204, 1.08432)
H (3.78160, -0.28195, -0.34466)
H (2.95673, -1.73593, -0.54552)
H (-2.66908, -2.05636, 0.17328)
H (-3.31193, -0.90144, -0.89098)
H (-3.47459, -0.46549, 0.65512)

Atomic partial charges in e from the Löwdin method, atoms 1 to 5: 0.04, -0.06, -0.14, 0.00, -0.07

=====

Relative energies, unit eV: w 1.127; x 0.000; y 0.554

=====

w.
A structure of composition C2H6N2S2, computed with ωB97M-V/def2-TZVPD.

Values from the calculation:
orbital gap	9.0	eV

Geometry (Å):
C (-1.45822, -0.49988, -0.57042)
C (0.73163, -0.48085, 0.69495)
H (-1.43254, -0.54984, -1.61288)
H (-0.91457, 0.77562, -0.37449)
H (-2.84200, -0.31332, -0.17911)
H (0.86458, -1.25130, 2.39064)
H (1.70508, 1.23427, 0.73136)
H (0.10986, 1.57109, -1.72132)
N (1.15559, -0.34190, 1.94996)
N (1.14470, 0.55706, 0.10190)
S (-0.43487, -1.62137, 0.11716)
S (1.37075, 0.92042, -1.52775)

Atomic partial charges in e from the Löwdin method, atoms 1 to 5: -0.57, -0.91, -0.04, 0.12, 0.17

=====

x.
The molecule C2H6N2S2, computed with ωB97M-V/def2-TZVPD.

Values from the calculation:
orbital gap	9.4	eV
SMILES string	[H]/N=N/[C@H](C)SS

Geometry (Å):
H (0.97069, -2.91338, 1.14515)
N (1.09362, -2.20795, 0.28328)
N (0.32927, -1.24716, 0.49625)
C (0.32486, -0.27107, -0.50360)
C (0.84671, 1.02413, -0.11222)
S (-1.67317, -0.23208, -0.91738)
S (-2.59851, 0.49465, 0.74325)
H (0.82917, -0.55658, -1.48089)
H (0.04638, 1.72579, -0.16283)
H (1.71561, 1.31548, -0.64834)
H (1.14070, 1.07327, 0.96302)
H (-3.02533, 1.79490, 0.19432)

Atomic partial charges in e from the Löwdin method, atoms 1 to 5: 0.11, 0.06, -0.16, -0.65, -0.14

=====

y.
The molecule C2H6N2S2, computed with ωB97M-V/def2-TZVPD.

Values from the calculation:
orbital gap	8.8	eV
SMILES string	C/C(=N/S)NS

Geometry (Å):
C (-1.64211, -0.83807, -0.32448)
C (-0.13002, -0.45288, -0.07853)
N (0.85630, -1.15523, -0.47078)
S (2.43100, -0.81112, -0.15137)
N (0.12723, 0.74393, 0.51168)
S (0.81553, 2.06883, -0.44121)
H (-2.32680, -0.07809, -0.72103)
H (-1.54437, -1.73940, -0.86969)
H (-2.21377, -1.17197, 0.62887)
H (2.35097, 0.28092, 0.67820)
H (-0.65860, 1.12262, 0.95754)
H (1.93463, 2.03047, 0.28080)

Atomic partial charges in e from the Löwdin method, atoms 1 to 5: -0.02, -0.60, -0.38, 0.72, -0.38

=====

z.
The molecule C2H6N2S2, computed with ωB97M-V/def2-TZVPD.

Values from the calculation:
orbital gap	7.9	eV
SMILES string	CS/N=C\NS

Geometry (Å):
C (-2.71053, 0.16771, 0.13205)
S (-1.16904, -0.71771, -0.00026)
N (-0.26012, 0.68323, -0.06322)
C (1.03733, 0.64639, -0.09016)
N (1.84830, -0.42150, 0.23632)
S (3.44900, -0.10138, 0.08887)
H (-3.61957, -0.60404, -0.27147)
H (-2.61336, 1.03903, -0.61768)
H (-2.73054, 0.41196, 1.26605)
H (1.56459, 1.58007, 0.05946)
H (1.60095, -1.37432, 0.25764)
H (3.60299, -1.30945, -0.99762)

Atomic partial charges in e from the Löwdin method, atoms 1 to 5: -0.47, 0.73, -0.35, -0.43, -0.51

=====

Relative energies, unit eV: w 2.893; x 0.591; y 0.000; z 1.203

=====

w.
The molecule C6H9N3O2, computed with ωB97M-V/def2-TZVPD.

Values from the calculation:
orbital gap (spin up / spin down)	8.0 / 8.0	eV
SMILES string	CCN(/C=N\C(C)=C=O)N=O

Geometry (Å):
C (-2.99464, 0.66228, -0.71139)
C (-2.20990, 0.60161, 0.59596)
N (-0.82939, 0.23488, 0.36913)
C (-0.31647, -1.05904, 0.35307)
N (0.90697, -1.37180, 0.19115)
C (2.00032, -0.60504, -0.00785)
C (3.30044, -1.38069, -0.10596)
C (2.12081, 0.74088, -0.11876)
O (2.64399, 1.77211, -0.26928)
N (0.13444, 1.13723, 0.15941)
O (-0.15526, 2.32995, 0.15514)
H (-3.02756, -0.31403, -1.19329)
H (-2.53477, 1.37964, -1.38680)
H (-4.01147, 0.98955, -0.50235)
H (-2.64363, -0.12400, 1.28545)
H (-2.19217, 1.59266, 1.06229)
H (-1.03596, -1.84934, 0.50398)
H (3.18986, -2.18571, -0.82913)
H (4.11437, -0.73044, -0.41249)
H (3.54001, -1.82071, 0.86170)

Atomic partial charges in e from the Löwdin method, atoms 1 to 5: -0.07, -0.19, -0.06, -0.15, 0.10

=====

x.
The molecule C6H9N3O2, computed with ωB97M-V/def2-TZVPD.

Values from the calculation:
orbital gap	7.9	eV

Geometry (Å):
C (2.04234, 1.66392, 0.16878)
C (0.77390, 2.29605, 0.23141)
C (2.05440, 0.42997, -0.44964)
C (-0.22455, 0.18728, 0.10956)
C (-2.61522, -0.35195, -0.57961)
C (-0.84026, -1.91410, 0.20247)
N (-0.30303, 1.53687, 0.06843)
N (2.75567, -0.62494, -0.06521)
N (-1.20560, -0.57925, -0.10105)
O (3.87806, -0.46735, -0.58784)
O (2.24284, -1.63460, 0.36030)
H (2.96180, 1.99930, 0.62351)
H (0.60183, 3.17229, 0.81916)
H (-2.80897, 0.44722, -1.29931)
H (-2.99003, -1.25463, -0.97783)
H (-3.16726, -0.05970, 0.35952)
H (-1.60811, -2.39808, 0.76966)
H (-0.66344, -2.51837, -0.67584)
H (0.23636, -1.96319, 0.72039)
H (-1.12073, 2.03326, 0.30314)

Atomic partial charges in e from the Löwdin method, atoms 1 to 5: -0.07, -0.14, 0.02, -0.09, 0.01

=====

Relative energies, unit eV: w 0.000; x 5.074

=====

w.
The molecule C6H9N3O2, computed with ωB97M-V/def2-TZVPD.

Values from the calculation:
orbital gap	10.3	eV
SMILES string	CNC1(C(=O)O)N=CCC=N1

Geometry (Å):
C (1.97256, 1.78118, -0.24074)
N (1.18288, 0.66961, -0.90487)
C (0.40561, -0.27812, -0.09490)
C (1.50756, -1.22478, 0.43595)
O (1.44795, -1.84422, 1.46104)
O (2.55533, -1.32737, -0.40236)
N (-0.56275, 0.23944, 0.82248)
C (-1.48554, -0.43623, 1.33029)
C (-1.58250, -1.92560, 1.01457)
C (-1.01836, -1.99636, -0.43126)
N (-0.11115, -1.29575, -0.88935)
H (1.39203, 2.16140, 0.56812)
H (2.88449, 1.41585, 0.06566)
H (2.33123, 2.39548, -0.97011)
H (0.60740, 1.13616, -1.51746)
H (2.46047, -0.55070, -1.06305)
H (-2.15445, 0.18664, 1.93628)
H (-0.89750, -2.56791, 1.58528)
H (-2.59937, -2.18871, 1.06357)
H (-1.49822, -2.75737, -1.05401)

Atomic partial charges in e from the Löwdin method, atoms 1 to 5: -0.03, -0.02, -0.49, -0.48, 0.12

=====

x.
A cluster of 2 separate species, C6H9N3O2 in total, computed with ωB97M-V/def2-TZVPD.

Values from the calculation:
orbital gap	7.8	eV

Geometry (Å):
C (3.29274, 0.18928, 0.74476)
C (2.20162, 0.22409, -0.30963)
C (0.63657, 0.14246, -0.08434)
C (-0.20494, 1.15875, -0.21495)
C (-2.07407, -0.29243, 0.13292)
C (0.07211, -1.15708, 0.03200)
H (3.46649, -1.00989, 1.06265)
H (4.20300, 0.43108, 0.28373)
H (3.17528, 0.79670, 1.66641)
H (2.02748, 1.16370, -1.00298)
H (2.47692, -0.66114, -0.91761)
H (0.77158, 2.78094, -0.64797)
H (-1.94061, 1.85751, -0.01704)
H (1.91164, -2.54789, -1.27695)
H (0.46475, -3.32892, -0.55612)
N (-1.45024, 1.01200, 0.00143)
N (-1.25748, -1.36214, 0.27059)
N (0.80470, -2.25231, -0.38712)
O (-0.03237, 2.48132, -0.21682)
O (-3.31507, -0.33823, 0.26770)

Atomic partial charges in e from the Löwdin method, atoms 1 to 5: -0.11, -0.21, -0.12, -0.39, -0.48

=====

y.
The molecule C6H9N3O2, computed with ωB97M-V/def2-TZVPD.

Values from the calculation:
orbital gap	9.6	eV
SMILES string	N[C@@H](Cc1c[nH]cn1)C(=O)O

Geometry (Å):
N (-0.55302, -0.09997, -2.35387)
C (-1.17368, 0.51662, -1.20838)
C (-1.19190, -0.34089, 0.02552)
C (0.10777, -0.66580, 0.70512)
C (0.90645, -1.75292, 0.47036)
N (1.90560, -1.78340, 1.35127)
C (1.71555, -0.61675, 2.09578)
N (0.71514, 0.12812, 1.72581)
C (-0.55200, 1.91652, -0.75270)
O (0.26214, 2.53223, -1.43201)
O (-1.02875, 2.32498, 0.49084)
H (-0.50595, 0.63070, -3.07830)
H (0.38387, -0.34258, -2.16084)
H (-2.15825, 0.80351, -1.59495)
H (-1.73693, -1.30952, -0.24055)
H (-1.84242, 0.25052, 0.76051)
H (0.67147, -2.49629, -0.27756)
H (2.43072, -2.49430, 1.84321)
H (2.29741, -0.41024, 2.95989)
H (-0.65322, 3.20945, 0.67085)

Atomic partial charges in e from the Löwdin method, atoms 1 to 5: 0.06, -0.34, -0.13, -0.26, -0.11

=====

Relative energies, unit eV: w 1.824; x 4.063; y 0.000